1.
Entry from the OMol25 dataset: a single C6H15O5PS molecule in a non-equilibrium geometry (ωB97M-V/def2-TZVPD).

Geometry as ORCA input:
```
! wB97M-V def2-TZVPD RIJCOSX def2/J DEFGRID3
* xyz 0 3
C 1.868 -1.036 0.833
C 2.513 -0.640 -1.624
C 0.636 2.466 1.037
C -3.161 -1.765 -0.860
C -2.694 2.174 0.132
C 1.333 -0.964 -0.624
O -0.536 0.340 -2.080
O -1.213 0.001 0.340
O -3.370 -0.257 1.279
O 0.562 1.832 -0.243
O -3.294 -0.345 -1.099
P 0.000 0.354 -0.709
S -2.781 0.482 0.206
H 1.270 -1.483 1.587
H 2.816 -1.460 0.696
H 1.981 0.032 1.190
H 2.083 -0.919 -2.561
H 3.489 -1.151 -1.521
H 2.606 0.465 -1.669
H -0.354 2.870 1.394
H 1.253 3.438 0.963
H 0.904 1.757 1.800
H -3.797 -2.343 -1.501
H -3.679 -2.057 0.089
H -2.171 -2.089 -0.996
H -2.079 2.274 -0.727
H -3.719 2.476 -0.109
H 0.902 -1.907 -0.889
*
```

Results
E (a.u.): -1353.09082
Molecular weight (g mol⁻¹): 230.22
LUMO level (alpha / beta) (eV): 0.7 / -2.6
<S²>: 2.006

***

2.
Entry from the OMol25 dataset: 2 unconnected molecules or ions with the total composition C2H5NO2 in a non-equilibrium geometry (ωB97M-V/def2-TZVPD).

Geometry as ORCA input:
```
! wB97M-V def2-TZVPD RIJCOSX def2/J DEFGRID3
* xyz 0 1
O -1.556 -0.223 1.879
C -0.786 -0.867 2.483
H -0.976 -1.436 3.383
H 0.327 -0.777 2.107
C 0.495 0.376 -1.019
N 0.444 0.687 -2.281
O 1.559 0.076 -0.525
H -0.396 0.580 -0.383
H -0.312 1.150 -2.804
H 1.201 0.433 -2.838
*
```

Results
E (a.u.): -284.40467
Molecular weight (g mol⁻¹): 75.07
LUMO level (eV): 1.0
SMILES: NC=O.C=O

***

3.
Entry from the OMol25 dataset: 3 unconnected molecules or ions with the total composition C3H14NO2 in a non-equilibrium geometry (ωB97M-V/def2-TZVPD).

Geometry as ORCA input:
```
! wB97M-V def2-TZVPD RIJCOSX def2/J DEFGRID3
* xyz 1 1
C 0.380 -0.946 -0.254
C 0.151 -0.975 -1.780
C 0.650 -2.293 -2.346
N -0.848 -0.582 0.643
H 1.035 -0.101 -0.110
H 0.975 -1.745 0.232
H -0.959 -0.971 -1.844
H 0.751 -0.268 -2.413
H 0.053 -3.071 -2.104
H 1.715 -2.429 -2.383
H 0.502 -2.430 -3.473
H -0.563 0.273 1.247
H -0.874 -1.223 1.404
H -1.830 -0.239 0.492
H -1.886 2.995 3.067
H -1.089 4.169 3.326
O -0.950 3.211 3.158
H 0.684 2.226 1.777
H 1.531 2.322 0.559
O 0.573 2.075 0.800
*
```

Results
E (a.u.): -327.62454
Molecular weight (g mol⁻¹): 96.15
LUMO level (eV): -3.5

***

4.
Entry from the OMol25 dataset: 2 unconnected molecules or ions with the total composition C2HNOS in a non-equilibrium geometry (ωB97M-V/def2-TZVPD).

Geometry as ORCA input:
```
! wB97M-V def2-TZVPD RIJCOSX def2/J DEFGRID3
* xyz 0 1
C -2.347 0.163 0.470
C 1.549 -0.287 -0.668
N 0.547 -0.808 -0.316
O 2.554 0.178 -0.977
S -1.998 1.016 1.667
H -0.305 -0.262 -0.176
*
```

Results
E (a.u.): -604.91782
Molecular weight (g mol⁻¹): 87.10
LUMO level (eV): -0.7

***

5.
Entry from the OMol25 dataset: a molecular structure, C4H11S3 (ωB97M-V/def2-TZVPD).

Geometry as ORCA input:
```
! wB97M-V def2-TZVPD RIJCOSX def2/J DEFGRID3
* xyz -1 1
C 2.196 1.346 2.622
C 1.098 1.167 1.568
S -0.257 0.144 2.113
H 2.399 0.367 3.062
H 1.886 1.990 3.451
H 3.094 1.788 2.168
H 1.546 0.739 0.657
H 0.759 2.167 1.274
C -2.151 -0.998 -0.205
S -0.366 -0.952 -0.371
S -0.397 -0.565 -2.499
C 0.792 0.790 -2.478
H -2.569 -0.004 -0.025
H -2.587 -1.389 -1.125
H -2.441 -1.613 0.645
H 1.827 0.451 -2.402
H 0.712 1.386 -3.391
H 0.589 1.416 -1.608
*
```

Results
E (a.u.): -1353.58044
Molecular weight (g mol⁻¹): 155.33
LUMO level (eV): 3.3

***

6.
Entry from the OMol25 dataset: 2 unconnected molecules or ions with the total composition C7H8N4O in a non-equilibrium geometry (ωB97M-V/def2-TZVPD).

Geometry as ORCA input:
```
! wB97M-V def2-TZVPD RIJCOSX def2/J DEFGRID3
* xyz 2 3
C -5.503 -2.023 -0.176
C -4.213 -1.846 0.252
C -6.440 -1.066 -0.630
C -6.304 0.270 -0.674
C -3.471 -0.803 0.687
C 11.767 0.044 -0.138
C 11.505 1.387 -0.112
N -4.408 2.994 0.268
N -4.923 2.079 -0.125
N -2.730 -0.017 1.170
N -5.183 0.909 -0.339
O 11.972 -1.004 0.140
H -6.001 -2.919 -0.233
H -3.772 -2.681 0.604
H -7.330 -1.579 -0.933
H -7.099 0.831 -0.916
H 10.376 1.704 -0.042
H 12.041 1.712 0.703
H 11.552 1.912 -1.107
H -1.836 0.098 1.599
*
```

Results
E (a.u.): -564.91820
Molecular weight (g mol⁻¹): 164.17
LUMO level (alpha / beta) (eV): -7.0 / -8.5
<S²>: 2.020

***

7.
Entry from the OMol25 dataset: 2 unconnected molecules or ions with the total composition C5H14 in a non-equilibrium geometry (ωB97M-V/def2-TZVPD).

Geometry as ORCA input:
```
! wB97M-V def2-TZVPD RIJCOSX def2/J DEFGRID3
* xyz 0 1
C -0.767 -1.577 1.456
C -2.078 -2.400 1.268
H 0.072 -2.300 1.701
H -0.429 -1.001 0.585
H -0.764 -0.775 2.156
H -2.770 -1.676 1.455
H -2.109 -3.202 2.020
H -2.201 -2.816 0.374
C 1.157 0.884 -0.888
C 2.076 1.994 -0.941
C -0.314 1.177 -0.969
H 1.270 0.056 -1.688
H 1.364 0.355 0.000
H 2.462 2.249 -2.026
H 2.975 1.737 -0.294
H -0.750 1.342 -0.079
H -0.472 2.014 -1.582
H 1.729 3.085 -0.618
H -0.824 0.468 -1.561
*
```

Results
E (a.u.): -198.82627
Molecular weight (g mol⁻¹): 74.17
LUMO level (eV): 1.1
SMILES: CCC.CC

***

8.
Entry from the OMol25 dataset: 8 unconnected molecules or ions with the total composition C29H47BFNO17S in a non-equilibrium geometry (ωB97M-V/def2-TZVPD).

Geometry as ORCA input:
```
! wB97M-V def2-TZVPD RIJCOSX def2/J DEFGRID3
* xyz 0 1
C 4.323 3.063 0.876
B 3.432 4.438 0.966
O 4.192 5.723 1.163
N 1.929 4.572 0.827
S 1.060 3.132 1.289
O 1.603 2.507 2.625
O -0.473 3.479 1.422
F 1.221 2.026 -0.057
H 4.982 2.969 -0.108
H 5.115 3.113 1.767
H 3.726 2.064 0.997
H 3.740 6.340 0.485
H 1.630 4.960 -0.095
O 2.827 8.695 3.351
C 1.935 7.897 3.585
O 1.844 6.657 3.021
C 0.624 6.043 3.434
C 0.235 6.748 4.707
C 0.763 8.143 4.486
H -0.120 6.175 2.641
H 0.786 4.973 3.593
H -0.839 6.713 4.907
H 0.753 6.290 5.558
H 0.038 8.775 3.966
H 1.078 8.606 5.425
O -3.732 -1.014 -3.177
C -2.787 -0.667 -2.488
O -2.578 0.611 -2.055
C -1.328 0.676 -1.370
C -1.040 -0.737 -0.935
C -1.670 -1.556 -2.033
H -0.571 1.061 -2.061
H -1.409 1.357 -0.518
H 0.026 -0.936 -0.797
H -1.548 -0.944 0.015
H -0.980 -1.718 -2.866
H -2.052 -2.507 -1.656
O -4.409 7.420 0.978
C -4.281 6.211 1.083
O -3.981 5.568 2.250
C -3.801 4.178 1.984
C -4.537 3.920 0.696
C -4.381 5.226 -0.041
H -2.728 3.975 1.898
H -4.207 3.589 2.812
H -4.152 3.057 0.145
H -5.599 3.741 0.905
H -3.457 5.255 -0.626
H -5.247 5.435 -0.673
O 1.280 -0.454 -3.861
C 1.552 -1.447 -4.516
O 1.001 -2.679 -4.310
C 1.626 -3.622 -5.179
C 2.203 -2.805 -6.305
C 2.562 -1.509 -5.622
H 2.397 -4.158 -4.616
H 0.884 -4.342 -5.537
H 3.051 -3.288 -6.797
H 1.432 -2.619 -7.062
H 3.565 -1.542 -5.188
H 2.459 -0.657 -6.298
O 3.561 0.106 5.322
C 2.633 -0.572 4.912
O 2.714 -1.909 4.649
C 1.480 -2.350 4.084
C 0.457 -1.333 4.519
C 1.263 -0.060 4.582
H 1.588 -2.391 2.996
H 1.242 -3.352 4.455
H -0.403 -1.273 3.847
H 0.087 -1.583 5.521
H 1.295 0.449 3.615
H 0.894 0.610 5.361
O -1.875 -1.830 3.126
C -2.208 -2.931 3.533
O -1.452 -4.061 3.405
C -2.193 -5.178 3.892
C -3.225 -4.597 4.823
C -3.511 -3.254 4.200
H -2.646 -5.695 3.040
H -1.521 -5.869 4.409
H -4.111 -5.227 4.931
H -2.787 -4.454 5.818
H -4.295 -3.317 3.440
H -3.763 -2.506 4.956
O 1.224 -5.178 -7.510
C 1.352 -6.387 -7.405
O 1.652 -7.030 -6.239
C 1.832 -8.420 -6.504
C 1.095 -8.678 -7.792
C 1.251 -7.372 -8.529
H 2.905 -8.623 -6.591
H 1.426 -9.009 -5.676
H 1.480 -9.541 -8.343
H 0.034 -8.857 -7.583
H 2.175 -7.343 -9.114
H 0.386 -7.163 -9.162
*
```

Results
E (a.u.): -2990.00074
Molecular weight (g mol⁻¹): 743.56
LUMO level (eV): -0.9
SMILES: CB(O)NS(=O)(=O)F.O=C1CCCO1.O=C1CCCO1.O=C1CCCO1.O=C1CCCO1.O=C1CCCO1.O=C1CCCO1.O=C1CCCO1

***

9.
Entry from the OMol25 dataset: a single C29H51IN2O4 molecule in a non-equilibrium geometry (ωB97M-V/def2-TZVPD).

Geometry as ORCA input:
```
! wB97M-V def2-TZVPD RIJCOSX def2/J DEFGRID3
* xyz 0 1
C -2.909 -6.173 5.818
C -1.577 -5.245 5.577
C -1.175 -5.002 4.007
C -2.268 -5.555 2.915
C -1.709 -5.513 1.343
C -0.409 -4.508 1.218
C 0.052 -4.221 -0.351
C 1.411 -3.259 -0.231
C 1.738 -2.509 -1.654
C 1.243 -0.947 -1.575
C 2.298 0.053 -0.771
C 1.558 0.502 0.649
C 0.928 2.013 0.624
C -0.409 1.933 -0.379
N -1.013 3.292 -0.388
C -2.284 3.472 0.351
C -3.592 2.646 -0.165
C -3.812 1.169 0.529
N -5.272 0.754 0.255
O -0.827 4.025 -1.467
C -1.482 3.540 -2.677
C -0.340 3.474 -3.898
C -0.943 2.782 -5.278
C -1.432 1.228 -5.091
O 0.453 2.521 1.918
C -0.233 1.494 2.714
I -1.144 2.574 4.442
O 1.793 3.046 0.035
C 3.144 3.052 0.612
O 3.481 2.774 1.874
C 4.373 3.518 -0.407
C 5.007 5.033 -0.102
C 6.191 5.573 -1.106
C 6.763 4.694 -2.389
C 6.153 3.172 -2.687
C 4.944 2.634 -1.664
H -3.222 -6.286 6.945
H -2.688 -7.216 5.295
H -3.848 -5.729 5.231
H -0.657 -5.777 6.101
H -1.746 -4.231 6.150
H -1.067 -3.837 3.850
H -0.112 -5.496 3.813
H -2.598 -6.678 3.089
H -3.219 -4.833 2.955
H -2.583 -5.149 0.650
H -1.349 -6.616 1.099
H -0.707 -3.463 1.662
H 0.549 -4.916 1.769
H -0.837 -3.689 -0.898
H 0.290 -5.229 -0.933
H 2.373 -3.901 0.061
H 1.163 -2.470 0.618
H 1.048 -3.033 -2.472
H 2.855 -2.601 -2.011
H 1.204 -0.535 -2.694
H 0.131 -0.823 -1.170
H 2.464 0.990 -1.453
H 3.309 -0.539 -0.551
H 2.378 0.408 1.508
H 0.759 -0.342 0.863
H -1.076 1.053 0.007
H 0.037 1.565 -1.424
H -2.112 3.205 1.501
H -2.566 4.629 0.344
H -4.544 3.293 0.153
H -3.684 2.498 -1.321
H -3.162 0.364 -0.066
H -3.542 1.156 1.668
H -5.249 -0.159 -0.292
H -5.754 0.626 1.172
H -2.299 4.301 -3.075
H -1.945 2.471 -2.629
H 0.195 4.500 -4.077
H 0.485 2.711 -3.498
H -1.842 3.381 -5.746
H -0.087 2.770 -6.099
H -1.156 0.664 -6.106
H -2.614 1.103 -4.997
H -0.895 0.640 -4.231
H -1.135 0.969 2.185
H 0.483 0.700 3.215
H 4.561 5.666 0.803
H 6.657 6.634 -0.918
H 7.595 5.093 -3.119
H 6.545 2.547 -3.608
H 4.512 1.573 -1.918
*
```

Results
E (a.u.): -1842.95947
Molecular weight (g mol⁻¹): 618.64
LUMO level (eV): -0.2
SMILES: CCCCCCCCCCCC[C@@](CN(CCCN)OCCCC)(OCI)OC(=O)c1ccccc1

***

10.
Entry from the OMol25 dataset: 3 unconnected molecules or ions with the total composition C3H9NO2 in a non-equilibrium geometry (ωB97M-V/def2-TZVPD).

Geometry as ORCA input:
```
! wB97M-V def2-TZVPD RIJCOSX def2/J DEFGRID3
* xyz 0 1
C -0.307 1.057 -1.067
C 0.480 -0.181 -0.832
N 2.123 -0.366 1.423
H -1.341 0.773 -1.532
H 0.142 1.409 -2.002
H -0.626 1.708 -0.202
H 1.583 -0.124 -0.960
H 0.164 -1.261 -0.826
H 1.388 -1.091 1.494
H 2.664 -0.855 0.693
H 1.536 0.312 0.922
O -0.662 -0.667 0.732
C -1.916 -0.329 0.708
O -2.397 0.697 1.131
H -2.829 -1.082 0.317
*
```

Results
E (a.u.): -324.76470
Molecular weight (g mol⁻¹): 91.11
LUMO level (eV): -1.6

***

11.
Entry from the OMol25 dataset: 2 unconnected molecules or ions with the total composition C2H8N4 in a non-equilibrium geometry (ωB97M-V/def2-TZVPD).

Geometry as ORCA input:
```
! wB97M-V def2-TZVPD RIJCOSX def2/J DEFGRID3
* xyz -1 2
N 1.556 -2.882 2.613
C 2.086 -2.270 3.706
N 1.553 -1.104 3.947
H 0.972 -2.460 1.976
H 1.939 -3.892 2.479
H 2.971 -2.756 4.232
H 2.063 -0.538 4.624
N -0.697 1.882 -3.762
C -1.758 2.489 -3.168
N -2.958 1.878 -3.130
H -0.713 1.304 -4.701
H 0.092 2.493 -3.949
H -1.739 3.674 -2.861
H -3.727 2.440 -2.705
*
```

Results
E (a.u.): -299.90807
Molecular weight (g mol⁻¹): 88.11
LUMO level (alpha / beta) (eV): 2.9 / 2.8
<S²>: 0.751

***

12.
Entry from the OMol25 dataset: 2 unconnected molecules or ions with the total composition C6H9N in a non-equilibrium geometry (ωB97M-V/def2-TZVPD).

Geometry as ORCA input:
```
! wB97M-V def2-TZVPD RIJCOSX def2/J DEFGRID3
* xyz 0 1
C -2.763 -0.188 0.122
C -2.267 2.356 0.251
C 1.039 -0.926 -0.457
C -2.187 1.146 0.138
C 2.913 0.145 0.172
C 2.348 -0.858 -0.853
N -3.268 -0.921 -0.798
H -3.092 -0.307 1.192
H 0.435 -1.798 -0.526
H -2.149 3.347 0.725
H 0.830 -0.083 0.292
H 3.943 0.724 -0.105
H 2.890 -0.408 1.107
H 2.366 1.099 0.303
H 2.860 -1.626 -1.311
H -3.899 -1.703 -0.251
*
```

Results
E (a.u.): -288.55452
Molecular weight (g mol⁻¹): 95.14
LUMO level (eV): 0.4
SMILES: [H]/N=C/C#C.C=CC

***

Look up the E of the fourth one. -604.91782 a.u.